Computed, not measured: a cluster of 9 separate species, C31H80O9 in total in a non-equilibrium geometry, with ωB97M-V/def2-TZVPD.

Last columns: bonded neighbours and bond lengths (Å).
CARTESIAN COORDINATES (ANGSTROEM)
1 C 0.3983 1.2465 0.3044  C2 1.531, H5 1.090, H6 1.090, H7 1.090
2 C 1.1821 0.2879 -0.5963  C1 1.531, C3 1.568, O4 1.414, H8 1.090
3 C 0.2175 -0.7936 -1.1955  C2 1.568, H9 1.090, H10 1.090, H11 1.090
4 O 1.8035 0.9512 -1.6797  C2 1.414, H12 0.960
5 H 1.0432 1.9048 0.8865  C1 1.090
6 H -0.2433 0.8279 1.0797  C1 1.090
7 H -0.1853 1.9725 -0.2617  C1 1.090
8 H 1.9522 -0.0927 0.0746  C2 1.090
9 H -0.0262 -0.5222 -2.2226  C3 1.090
10 H -0.7579 -0.8673 -0.7147  C3 1.090
11 H 0.5695 -1.8242 -1.1506  C3 1.090
12 H 2.1489 0.2730 -2.2648  O4 0.960
13 C 9.0744 -1.8850 -2.7881  C14 1.575, H17 1.090, H18 1.090, H19 1.090
14 C 9.4844 -3.4009 -2.6725  C13 1.575, C15 1.558, O16 1.447, H20 1.090
15 C 9.7737 -3.8906 -1.2219  C14 1.558, H21 1.090, H22 1.090, H23 1.090
16 O 8.2773 -4.0856 -3.0840  C14 1.447, H24 0.960
17 H 9.7782 -1.1232 -2.4529  C13 1.090
18 H 8.1890 -1.7905 -2.1594  C13 1.090
19 H 8.9054 -1.7105 -3.8507  C13 1.090
20 H 10.1956 -3.6588 -3.4573  C14 1.090
21 H 10.0555 -4.9430 -1.2557  C15 1.090
22 H 8.9918 -3.8337 -0.4646  C15 1.090
23 H 10.6535 -3.3460 -0.8791  C15 1.090
24 H 8.3057 -5.0231 -2.8795  O16 0.960
25 C 6.9374 5.2045 0.6682  C26 1.511, H29 1.090, H30 1.090, H31 1.090
26 C 6.3062 5.9488 -0.4849  C25 1.511, C27 1.506, O28 1.408, H32 1.090
27 C 7.1392 7.1400 -0.8789  C26 1.506, H33 1.090, H34 1.090, H35 1.090
28 O 6.2316 5.0400 -1.5575  C26 1.408, H36 0.960
29 H 8.0269 5.2190 0.6371  C25 1.090
30 H 6.5655 4.1835 0.7543  C25 1.090
31 H 6.6292 5.6141 1.6301  C25 1.090
32 H 5.2850 6.3004 -0.3378  C26 1.090
33 H 8.1089 6.9317 -1.3310  C27 1.090
34 H 7.3913 7.7585 -0.0175  C27 1.090
35 H 6.6566 7.7239 -1.6626  C27 1.090
36 H 5.7508 4.2696 -1.2461  O28 0.960
37 C 3.4829 -5.1338 3.1689  C38 1.525, H41 1.090, H42 1.090, H43 1.090
38 C 3.0151 -6.1644 2.1464  C37 1.525, C39 1.522, O40 1.391, H44 1.090
39 C 3.7434 -5.9460 0.8282  C38 1.522, H45 1.090, H46 1.090, H47 1.090
40 O 3.1168 -7.4624 2.6361  C38 1.391, H48 0.960
41 H 4.5219 -5.3170 3.4428  C37 1.090
42 H 2.8250 -4.9815 4.0246  C37 1.090
43 H 3.5751 -4.1201 2.7791  C37 1.090
44 H 1.9493 -6.0494 1.9489  C38 1.090
45 H 3.9398 -4.8804 0.7091  C39 1.090
46 H 3.0677 -6.2966 0.0481  C39 1.090
47 H 4.6596 -6.4899 0.5984  C39 1.090
48 H 2.9735 -7.4009 3.5833  O40 0.960
49 C 2.8104 -3.9157 -6.8389  C50 1.492, H53 1.090, H54 1.090, H55 1.090
50 C 3.1709 -2.4690 -6.8880  C49 1.492, C51 1.597, O52 1.442, H56 1.090
51 C 1.8717 -1.5948 -7.2012  C50 1.597, H57 1.090, H58 1.090, H59 1.090
52 O 3.5900 -2.2027 -5.5342  C50 1.442, H60 0.960
53 H 3.7015 -4.5262 -6.6932  C49 1.090
54 H 2.5701 -4.1910 -7.8658  C49 1.090
55 H 1.9899 -4.0167 -6.1284  C49 1.090
56 H 3.9524 -2.1815 -7.5913  C50 1.090
57 H 0.9676 -2.1365 -7.4791  C51 1.090
58 H 2.0308 -1.1620 -8.1889  C51 1.090
59 H 1.6755 -0.8172 -6.4631  C51 1.090
60 H 4.3534 -2.7518 -5.3411  O52 0.960
61 C -7.2702 -2.0764 -3.0087  C62 1.585, H66 1.090, H67 1.090, H68 1.090
62 C -6.6866 -3.4045 -3.6473  C61 1.585, O63 1.409, H69 1.090, H70 1.090
63 O -5.4937 -3.2098 -4.3717  C62 1.409, C64 1.424
64 C -4.6891 -4.3837 -4.4115  O63 1.424, C65 1.572, H71 1.090, H72 1.090
65 C -5.2716 -5.0018 -5.7343  C64 1.572, H73 1.090, H74 1.090, H75 1.090
66 H -6.7320 -1.7963 -2.1032  C61 1.090
67 H -7.3466 -1.1829 -3.6284  C61 1.090
68 H -8.3065 -2.2000 -2.6942  C61 1.090
69 H -6.4581 -4.0259 -2.7815  C62 1.090
70 H -7.4285 -3.9118 -4.2640  C62 1.090
71 H -3.6659 -4.0285 -4.5345  C64 1.090
72 H -4.9283 -5.1613 -3.6862  C64 1.090
73 H -6.2066 -5.4449 -5.3916  C65 1.090
74 H -4.6651 -5.7857 -6.1879  C65 1.090
75 H -5.4606 -4.2586 -6.5089  C65 1.090
76 C -3.2424 -1.9833 6.3644  C77 1.563, H81 1.090, H82 1.090, H83 1.090
77 C -2.4516 -1.2977 7.5260  C76 1.563, O78 1.422, H84 1.090, H85 1.090
78 O -1.2885 -2.1130 7.5908  C77 1.422, C79 1.439
79 C -0.6284 -2.0253 8.8661  O78 1.439, C80 1.625, H86 1.090, H87 1.090
80 C -0.1205 -0.5595 9.3516  C79 1.625, H88 1.090, H89 1.090, H90 1.090
81 H -4.2885 -1.6772 6.3790  C76 1.090
82 H -2.8904 -1.7861 5.3519  C76 1.090
83 H -3.2317 -3.0683 6.4677  C76 1.090
84 H -2.1352 -0.2783 7.3052  C77 1.090
85 H -3.0270 -1.2587 8.4509  C77 1.090
86 H -1.2244 -2.4695 9.6633  C79 1.090
87 H 0.3069 -2.5788 8.7832  C79 1.090
88 H -1.0123 -0.0560 9.7246  C80 1.090
89 H 0.4903 -0.1091 8.5691  C80 1.090
90 H 0.4247 -0.5780 10.2953  C80 1.090
91 C -1.2019 7.2605 -3.2200  C92 1.538, H96 1.090, H97 1.090, H98 1.090
92 C -2.2050 7.7657 -2.1697  C91 1.538, O93 1.451, H99 1.090, H100 1.090
93 O -3.0521 6.8576 -1.4190  C92 1.451, C94 1.403
94 C -3.9282 6.0299 -2.1373  O93 1.403, C95 1.511, H101 1.090, H102 1.090
95 C -4.7490 5.4148 -1.0285  C94 1.511, H103 1.090, H104 1.090, H105 1.090
96 H -0.5517 8.0786 -3.5298  C91 1.090
97 H -0.6137 6.4339 -2.8215  C91 1.090
98 H -1.7139 6.9039 -4.1138  C91 1.090
99 H -1.5444 8.2991 -1.4861  C92 1.090
100 H -2.8002 8.5883 -2.5661  C92 1.090
101 H -4.5521 6.6917 -2.7381  C94 1.090
102 H -3.3917 5.2831 -2.7226  C94 1.090
103 H -4.2681 4.5437 -0.5836  C95 1.090
104 H -5.6588 4.9054 -1.3463  C95 1.090
105 H -4.9298 6.1544 -0.2485  C95 1.090
106 C -5.3935 3.9648 5.1333  C107 1.552, H111 1.090, H112 1.090, H113 1.090
107 C -6.8896 3.7343 5.4776  C106 1.552, O108 1.393, H114 1.090, H115 1.090
108 O -7.5791 3.3114 4.3431  C107 1.393, C109 1.454
109 C -8.8739 2.6837 4.5500  O108 1.454, C110 1.556, H116 1.090, H117 1.090
110 C -9.3002 1.6724 3.4475  C109 1.556, H118 1.090, H119 1.090, H120 1.090
111 H -5.2264 4.7477 4.3935  C106 1.090
112 H -4.8391 4.0950 6.0627  C106 1.090
113 H -5.0070 3.1542 4.5155  C106 1.090
114 H -7.1098 2.9402 6.1910  C107 1.090
115 H -7.4719 4.5841 5.8338  C107 1.090
116 H -9.0153 2.1956 5.5143  C109 1.090
117 H -9.5501 3.5293 4.4240  C109 1.090
118 H -8.8366 1.9506 2.5010  C110 1.090
119 H -10.3626 1.4306 3.4182  C110 1.090
120 H -8.8262 0.7066 3.6224  C110 1.090

Properties
LUMO, eV: 0.418
HOMO, eV: -9.4
Structure (SMILES): CC(C)O.CC(C)O.CC(C)O.CC(C)O.CC(C)O.CCOCC.CCOCC.CCOCC.CCOCC
F_max, eV/A: 3.808
Kohn-Sham gap, eV: 9.78
Electronic energy, hartree: -1906.004620
Charge: 0